C27H35MoN2O2PS3Si as an isolated structure. Source: the Open Molecules 2025 dataset; level of theory: ωB97M-V/def2-TZVPD.

```
! RIJCOSX wB97M-V def2-TZVPD def2/J DEFGRID3
* xyz 0 3
H -1.75 -2.56 -0.49
C -0.23 4.98 -2.61
O 0.11 2.01 1.32
S 2.13 -0.87 0.63
H 0.83 4.04 3.86
C -2.18 4.45 -0.70
H 1.03 -3.17 2.27
C -1.83 5.76 -0.99
C -5.93 1.62 1.17
H -4.56 2.32 -1.84
H -6.74 2.24 -0.72
C -2.04 -5.30 0.78
N -2.00 0.86 -2.37
H -6.89 1.59 1.66
C -4.78 1.29 1.87
H -2.80 -2.09 0.86
C -1.26 -0.26 -2.68
S 1.96 1.27 -1.30
C 0.24 -2.46 -3.34
H -0.07 2.86 -2.82
H -2.29 -0.57 -4.54
C 0.57 -4.00 1.73
H -3.12 -5.19 0.66
H -4.84 1.02 2.92
O -0.91 -0.56 1.96
H -0.70 3.83 2.98
H -1.60 -5.46 -0.21
H 1.91 4.82 1.62
H 2.91 2.86 3.00
C 0.42 -1.75 -2.18
C 2.28 2.19 2.41
C 1.28 4.08 1.11
H 1.05 -4.04 0.75
H -0.01 2.48 3.89
C -0.99 -1.09 0.85
H 0.87 -3.30 -3.56
H -1.76 -4.43 3.99
H -1.87 -6.21 1.37
Mo 0.16 0.50 0.18
H 2.08 1.29 2.99
H 1.80 3.74 0.21
H 1.19 -2.03 -1.46
H -0.93 -2.55 -5.15
P -1.83 1.68 -0.89
H 0.53 5.18 -3.34
N -0.31 -0.67 -1.84
C 0.23 3.34 3.27
C -4.61 2.01 -0.80
H -0.59 7.05 -2.17
C -0.86 6.03 -1.94
C -2.00 -3.58 3.34
S 4.46 -0.37 -1.18
C -0.76 -2.03 -4.22
C -3.54 1.31 1.24
Si -1.28 -3.82 1.63
H -3.09 -3.49 3.30
C -1.77 -2.31 0.57
H -1.60 -2.68 3.80
H -2.32 6.58 -0.47
H 0.82 -4.92 2.27
C -3.46 1.67 -0.10
H -2.68 1.14 -3.06
C -1.51 -0.93 -3.89
C 0.99 2.90 2.03
H 0.35 4.57 0.81
H -2.64 1.06 1.79
H -2.94 4.26 0.06
C -5.85 1.98 -0.18
C -0.58 3.67 -2.31
C 2.96 -0.02 -0.66
H 2.84 1.90 1.52
C -1.56 3.40 -1.36
*
```

For the gap between HOMO and LUMO (alpha / beta), the calculation gives 7.1 / 6.8 eV. As for the energy above the lowest of the compared OMol25 structures with the same formula, charge and spin: 0.0 kcal/mol. As for the LUMO energy (alpha / beta): 0.20 / -0.64 eV. As for the HOMO energy (alpha / beta): -6.88 / -7.41 eV. For the energy, the calculation gives -3203.57109 a.u.

Löwdin atomic charge list, values in e, 2 entries: 0.07 -0.07